No. 1
Below is a 7-piece molecular cluster, C16H35Cl12OP overall, with properties calculated with ωB97M-V/def2-TZVPD.

2S+1: 1
SMILES: CPC[C@H](C)O.ClCCCl.ClCCCl.ClCCCl.ClCCCl.ClCCCl.ClCCCl
Total charge: 0
ΔE to the lowest compared entry with this formula, charge and spin (kcal per mole): 0.0
HOMO-LUMO gap (eV): 9.05

Element x y z (Å)
1 C 0.37 -1.11 2.63
2 P 0.60 -2.24 1.20
3 C -0.43 -1.38 -0.08
4 C 0.27 -0.83 -1.35
5 C 1.78 -0.98 -1.40
6 O -0.08 0.57 -1.42
7 H -0.62 -0.63 2.65
8 H 0.49 -1.69 3.55
9 H 1.15 -0.34 2.63
10 H -0.39 -3.16 1.57
11 H -0.95 -0.53 0.38
12 H -1.21 -2.09 -0.37
13 H -0.16 -1.33 -2.22
14 H 2.15 -0.65 -2.38
15 H 2.24 -0.37 -0.63
16 H 2.08 -2.02 -1.25
17 H -0.13 0.83 -2.34
18 Cl -4.09 -1.40 -1.66
19 C -2.75 -0.47 -2.38
20 C -3.23 0.56 -3.37
21 Cl -3.92 -0.19 -4.84
22 H -2.08 -1.18 -2.85
23 H -2.22 0.03 -1.57
24 H -2.39 1.17 -3.69
25 H -4.00 1.19 -2.94
26 Cl -2.90 -4.31 1.87
27 C -3.14 -4.34 3.64
28 C -1.84 -4.11 4.38
29 Cl -0.69 -5.46 4.16
30 H -3.58 -5.30 3.90
31 H -3.83 -3.54 3.88
32 H -2.04 -4.03 5.44
33 H -1.35 -3.21 4.02
34 Cl 2.93 -2.53 4.48
35 C 4.12 -2.00 5.69
36 C 4.02 -0.52 5.95
37 Cl 4.52 0.46 4.54
38 H 5.11 -2.28 5.31
39 H 3.92 -2.55 6.61
40 H 4.68 -0.25 6.78
41 H 3.00 -0.24 6.20
42 Cl 0.76 1.43 -4.61
43 C 1.48 3.01 -5.03
44 C 0.42 4.04 -5.35
45 Cl -0.47 3.64 -6.84
46 H 2.14 2.84 -5.88
47 H 2.06 3.34 -4.17
48 H 0.89 5.00 -5.51
49 H -0.31 4.12 -4.55
50 Cl -2.67 1.08 -12.04
51 C -1.68 1.75 -10.71
52 C -2.14 3.13 -10.31
53 Cl -1.83 4.35 -11.58
54 H -0.65 1.76 -11.05
55 H -1.78 1.08 -9.86
56 H -1.58 3.45 -9.43
57 H -3.20 3.15 -10.10
58 Cl 1.01 0.16 8.07
59 C 1.66 1.22 9.36
60 C 1.58 2.67 8.97
61 Cl 2.67 3.06 7.62
62 H 2.70 0.92 9.52
63 H 1.08 1.03 10.26
64 H 1.88 3.29 9.82
65 H 0.57 2.94 8.67

No. 2
Below is C4H4LaO as an isolated structure, with properties calculated with ωB97M-V/def2-TZVPD.

2S+1: 2
Expectation value of S²: 0.769
Total charge: +2
ΔE to the lowest compared entry with this formula, charge and spin (kcal per mole): 12.3
HOMO-LUMO gap (spin up / spin down) (eV): 3.67 / 4.23

Element x y z (Å)
1 C -0.45 0.78 -2.54
2 C -0.26 1.00 -1.28
3 H -0.23 1.99 -0.83
4 H -0.53 0.00 -3.29
5 C 0.02 -0.20 -0.02
6 C 0.22 0.13 1.28
7 O 0.35 -0.71 2.29
8 La 0.70 -2.95 3.22
9 H 0.00 -1.23 -0.38
10 H 0.19 1.19 1.56